[1]
ORCA calculation (ωB97M-V with the def2-TZVPD basis set) on a single C23H31N3O3 molecule at a distorted geometry.

Values from the calculation:
SMILES: Cc1ccccc1-c1nc(CN2CCC(C(=O)NC[C@@H]3CCCO3)CC2)c(C)o1
orbital gap: 8.750 eV
max |F|: 0.02288 hartree/bohr

ORCA input file:
```
! wB97M-V def2-TZVPD RIJCOSX def2/J DEFGRID3
* xyz 0 1
C -1.4202 -1.8190 2.4838
C -2.1457 -2.0578 1.1999
C -3.5324 -1.9814 1.1644
C -4.2429 -2.1926 -0.0033
C -3.5703 -2.5035 -1.1737
C -2.1940 -2.5905 -1.1645
C -1.4700 -2.3624 0.0080
C -0.0247 -2.4258 -0.0614
N 0.8350 -1.9488 0.7926
C 2.0750 -2.1828 0.2592
C 3.3174 -1.6366 0.8926
N 3.4130 -0.1850 0.7923
C 3.3343 0.2595 -0.5897
C 3.5066 1.7677 -0.6853
C 2.4047 2.4959 0.0926
C 1.0790 2.4431 -0.6629
O 0.7469 3.3634 -1.3879
N 0.3444 1.3136 -0.5538
C -0.9876 1.2309 -1.0971
C -2.0492 1.3954 0.0114
C -3.4280 1.7058 -0.5823
C -3.4047 3.2362 -0.7020
C -2.2272 3.6617 0.1996
O -1.7587 2.4907 0.8487
C 2.4117 1.9834 1.5358
C 2.4604 0.4623 1.6850
C 1.9072 -2.8180 -0.9414
C 2.8501 -3.3260 -1.9668
O 0.5731 -2.9763 -1.1419
H -2.1109 -1.8461 3.3232
H -0.6391 -2.5609 2.6292
H -0.9323 -0.8455 2.4672
H -4.0648 -1.7490 2.0755
H -5.3203 -2.1205 0.0005
H -4.1170 -2.6768 -2.0883
H -1.6576 -2.8311 -2.0703
H 4.1943 -2.0685 0.4029
H 3.3387 -1.9004 1.9524
H 4.1472 -0.2356 -1.1313
H 2.3876 -0.0264 -1.0771
H 4.4732 2.0399 -0.2573
H 3.4920 2.0728 -1.7328
H 2.6541 3.5631 0.1110
H 0.5700 0.6438 0.1645
H -1.0776 2.0343 -1.8309
H -1.1307 0.2634 -1.5887
H -2.0488 0.5045 0.6460
H -4.2045 1.3824 0.1105
H -3.5806 1.2054 -1.5358
H -3.2295 3.5500 -1.7296
H -4.3419 3.6758 -0.3662
H -2.5201 4.3637 0.9826
H -1.4182 4.1069 -0.3920
H 1.5375 2.3592 2.0717
H 3.3018 2.3998 2.0133
H 2.7844 0.2295 2.7062
H 1.4542 0.0281 1.5785
H 2.7563 -2.7504 -2.8878
H 2.6290 -4.3675 -2.1962
H 3.8700 -3.2469 -1.6028
*
```

Atomic partial charges in e from the Löwdin method, atoms 1 to 5: C -0.043; C -0.226; C -0.047; C -0.077; C -0.078



[2]
ORCA calculation (ωB97M-V with the def2-TZVPD basis set) on C20H29N2O2 as an isolated structure at a distorted geometry.

Values from the calculation:
orbital gap: 8.298 eV
max |F|: 0.37237 hartree/bohr

ORCA input file:
```
! wB97M-V def2-TZVPD RIJCOSX def2/J DEFGRID3
* xyz 1 1
O 0.6654 0.6734 1.6241
C -0.2049 1.0180 0.7333
N -1.1253 0.2564 0.0178
H -1.6869 0.8118 -0.5961
C -1.5311 -0.8886 0.4758
C -0.0651 -1.8123 0.2174
C -0.3199 -3.2822 0.5630
C -1.6747 -3.7051 -0.6126
C -2.8649 -2.8234 -0.3582
C -3.3171 -3.0639 1.2098
C -2.0459 -2.6553 1.9174
C -0.9121 -3.3949 1.7008
H -1.3006 -4.4324 2.1703
H -0.0652 -3.2556 2.4630
C -1.8986 -1.0836 1.7916
H -2.5395 -0.5043 2.0858
H -1.0170 -0.8237 2.6720
H -2.3961 -2.7103 3.2124
H -3.6162 -4.1932 1.2583
H -4.0440 -2.4922 1.3508
C -2.5243 -1.3538 -0.5994
H -3.1439 -0.8152 -0.4278
H -2.0831 -1.3773 -1.6749
H -3.4479 -3.2444 -0.9394
H -1.9856 -4.7733 -0.6120
H -1.3241 -3.7464 -1.5876
H 0.3612 -3.8876 0.3807
H 0.2196 -1.8181 -1.0542
H 0.8137 -1.5247 0.8596
C 0.0111 2.5601 0.2703
N 1.3554 2.9035 -0.3362
C 1.6973 2.1723 -1.3779
C 1.6583 2.5358 -2.6459
C 1.9645 1.8745 -3.6079
C 2.4957 0.5686 -3.4471
C 2.6930 -0.1010 -2.3694
C 2.1321 0.8562 -1.1970
H 2.6129 0.2969 -0.0291
H 3.0538 -0.9758 -2.0860
H 2.9424 -0.0894 -4.4396
H 1.9653 2.0824 -4.5558
H 1.5583 3.5691 -2.7714
C 2.4121 3.0646 0.9366
H 3.3533 2.9606 0.5986
C 2.2403 4.4392 1.4827
O 1.9781 5.2076 0.6346
H 2.2117 6.1450 1.0273
H 1.2701 4.3117 2.4230
H 3.0466 4.5094 2.0687
H 2.2818 2.2242 1.5395
H 1.3310 3.8935 -0.6152
H -0.7225 2.7647 -0.7050
H -0.4683 3.1287 0.9603
*
```

Atomic partial charges in e from the Löwdin method, atoms 1 to 5: O -0.022; C -0.297; N 0.112; H 0.151; C -0.485